No. 1
The following is a quantum chemistry calculation of a structure of composition C5H10NO2, from the Open Molecules 2025 dataset.

Each line ends with the Löwdin charge.
Cartesian coordinates (Å):
C  -2.247  -0.883  0.196  -0.56
O  -3.007  -0.444  1.239  -0.39
C  -1.288  0.170  -0.390  -0.21
C  -0.386  0.648  0.801  -0.21
C  0.964  -0.083  0.702  -0.14
C  1.852  0.538  -0.413  -0.59
N  2.798  -0.545  -0.958  0.12
O  1.713  1.737  -0.621  0.05
H  -1.624  -1.775  0.507  0.08
H  -2.925  -1.155  -0.633  0.07
H  -0.581  -0.278  -1.158  0.10
H  -1.846  1.003  -0.830  0.09
H  -0.866  0.399  1.757  0.10
H  -0.272  1.725  0.691  0.09
H  1.570  0.140  1.580  0.11
H  0.896  -1.135  0.413  0.10
H  1.771  -0.113  -1.425  0.12
H  3.480  0.052  -1.457  0.06

Atomic forces in eV per Å
C -1.203 0.081 0.619
O 0.560 0.187 -0.221
C 1.132 -0.263 1.005
C -0.075 -0.621 -1.031
C 0.277 1.091 -1.319
C -0.740 1.502 5.461
N -2.734 3.759 -0.527
O 1.814 -0.994 -1.161
H -0.021 0.062 -0.517
H 0.192 -0.664 -0.479
H -0.860 0.349 0.288
H 0.039 -0.151 0.039
H -0.179 0.161 -0.403
H 0.408 -0.013 0.463
H 0.119 -0.651 0.309
H -0.219 -0.049 0.880
H 1.689 -3.484 -3.119
H -0.199 -0.305 -0.288

The charge is -1. As for the HOMO-LUMO gap: 5.391 eV. For the HOMO energy, the calculation gives -2.236 eV. The value obtained for the energy above the lowest of the compared OMol25 structures with the same formula, charge and spin is 124.2 kcal per mole.

***

No. 2
The following is a quantum chemistry calculation of the ion C5H10NO2 with charge +1, from the Open Molecules 2025 dataset.

Each line ends with the Löwdin charge.
Cartesian coordinates (Å):
O  -0.655  -1.426  1.947  0.13
C  -0.113  -0.807  1.040  -0.52
O  1.132  -0.940  0.701  0.08
C  -0.954  0.147  0.136  -0.14
C  -0.846  -0.328  -1.375  -0.07
C  0.625  0.147  -1.672  -0.13
C  0.783  1.497  -0.840  -0.14
N  -0.231  1.451  0.175  0.03
H  1.656  -1.535  1.401  0.25
H  -2.004  0.248  0.687  0.21
H  -0.947  -1.410  -1.523  0.14
H  -1.596  0.130  -1.896  0.08
H  0.931  0.302  -2.794  0.16
H  1.192  -0.695  -1.137  0.11
H  0.430  2.363  -1.593  0.18
H  1.803  1.650  -0.399  0.15
H  -0.951  2.140  -0.055  0.18
H  0.320  1.648  1.164  0.28

Atomic forces in eV per Å
O 1.010 1.214 -1.369
C -3.779 -1.620 1.986
O 3.458 -1.418 2.222
C -0.679 -1.993 1.412
C 2.243 0.152 2.055
C 0.550 -0.548 -0.347
C 0.939 0.664 -4.582
N 0.242 0.940 3.640
H -1.810 1.551 -1.905
H 2.274 -0.250 -1.544
H 0.002 0.294 0.427
H -1.815 1.330 -1.636
H -0.743 -0.464 2.310
H -0.139 1.780 -1.857
H 1.448 -1.667 1.801
H -1.067 0.008 -0.659
H 0.403 0.399 0.817
H -2.539 -0.373 -2.770

The charge is +1. As for the HOMO-LUMO gap: 10.887 eV. For the HOMO energy, the calculation gives -14.777 eV. The structure (SMILES) is O=C(O)[C@@H]1CCC[NH2+]1. The value obtained for the energy above the lowest of the compared OMol25 structures with the same formula, charge and spin is 45.8 kcal per mole.

***

No. 3
The following is a quantum chemistry calculation of a cluster of 2 separate species, C5H10NO2 in total, from the Open Molecules 2025 dataset.

Each line ends with the Löwdin charge.
Cartesian coordinates (Å):
C  2.676  1.461  -0.166  0.19
C  -1.708  1.425  0.402  -0.07
C  0.232  -1.720  -0.666  0.02
C  -1.418  0.128  -0.306  -0.16
C  -0.337  -0.762  0.248  -0.31
N  2.679  0.362  0.175  -0.17
O  2.575  -0.839  0.362  -0.03
O  -0.035  -0.669  1.449  0.26
H  2.359  2.482  -0.385  0.11
H  -0.810  1.903  0.613  0.05
H  -2.337  2.123  -0.278  0.13
H  -2.231  1.223  1.337  0.09
H  0.948  -2.416  -0.293  0.10
H  -0.587  -2.099  -1.362  0.16
H  0.948  -1.101  -1.219  0.12
H  -2.351  -0.543  -0.369  0.18
H  -1.157  0.416  -1.320  0.13
H  0.552  -1.375  1.777  0.19

Atomic forces in eV per Å
C -0.402 0.644 0.229
C -2.554 0.099 -0.543
C -0.576 -0.155 -1.611
C -0.667 -0.538 -0.153
C -1.704 0.088 -1.741
N -0.583 -0.100 -0.778
O 0.699 0.391 0.569
O 0.006 0.289 1.806
H 0.657 -0.700 0.207
H 1.596 1.122 0.469
H 0.972 -1.309 1.265
H -0.055 0.386 -0.066
H -0.191 -1.014 0.690
H 1.344 0.333 0.824
H -0.368 0.210 -0.641
H 1.297 0.773 0.015
H 0.138 -0.666 -0.381
H 0.393 0.148 -0.160

The charge is +1. As for the HOMO-LUMO gap: 9.595 eV. For the HOMO energy, the calculation gives -14.344 eV. The value obtained for the energy above the lowest of the compared OMol25 structures with the same formula, charge and spin is 107.9 kcal per mole.

***

No. 4
The following is a quantum chemistry calculation of a cluster of 2 separate species, C5H10NO2P in total, from the Open Molecules 2025 dataset.

Each line ends with the Löwdin charge.
Cartesian coordinates (Å):
C  1.269  0.836  1.972  -0.14
C  1.120  1.627  0.903  -0.18
C  0.467  -0.431  1.911  -0.20
C  -1.268  -1.336  0.339  -0.15
C  0.534  0.599  -2.983  -0.03
N  -0.124  -0.490  0.492  -0.35
O  -2.108  1.809  -1.633  -0.37
O  1.045  0.638  -1.524  -0.37
P  0.025  0.965  -0.373  0.90
H  1.910  0.928  2.821  0.09
H  1.581  2.603  0.761  0.07
H  1.070  -1.411  2.051  0.14
H  -0.426  -0.452  2.689  0.15
H  -2.087  -0.767  -0.003  0.04
H  -0.952  -2.120  -0.445  0.11
H  -1.505  -1.776  1.360  0.09
H  -0.397  1.313  -3.061  0.08
H  0.245  -0.366  -3.214  0.04
H  1.430  0.864  -3.478  0.06

Atomic forces in eV per Å
C -0.798 -0.817 -0.993
C 0.273 0.544 0.434
C -1.396 -1.472 -0.810
C 1.223 -2.298 0.101
C -1.015 2.928 2.883
N 0.815 1.527 2.247
O 1.435 -0.610 0.887
O -0.215 -0.086 -2.882
P -1.455 -0.417 0.862
H 0.364 0.633 0.308
H 0.062 -0.261 0.174
H -0.741 1.698 0.057
H 1.794 0.132 -1.398
H -1.250 0.429 -0.531
H -1.120 0.644 1.361
H 0.074 0.105 -1.523
H 2.058 -1.175 0.041
H -0.533 -2.051 -0.268
H 0.425 0.547 -0.951

As for the HOMO-LUMO gap (alpha / beta): 7.390 / 7.986 eV. For the HOMO energy (alpha / beta), the calculation gives -8.642 / -8.441 eV. The value obtained for the energy above the lowest of the compared OMol25 structures with the same formula, charge and spin is 145.6 kcal per mole.

***

No. 5
The following is a quantum chemistry calculation of a cluster of 2 separate species, C5H10NO3 in total, from the Open Molecules 2025 dataset.

Each line ends with the Löwdin charge.
Cartesian coordinates (Å):
C  1.626  -0.097  -0.013  -0.47
C  -2.143  0.375  -0.538  0.02
C  -1.767  -0.994  0.115  -0.17
C  -1.249  0.395  0.582  -0.33
C  2.965  0.448  0.058  0.05
N  -1.048  1.206  1.554  0.18
O  1.562  -1.444  0.115  0.16
O  -1.009  -1.845  -0.539  0.13
O  0.624  0.567  -0.262  0.11
H  -1.877  0.591  -1.558  0.13
H  -3.199  0.650  -0.248  0.16
H  -2.517  -1.319  0.910  0.20
H  2.950  1.065  0.900  0.09
H  3.096  0.986  -0.879  0.12
H  3.715  -0.331  0.159  0.11
H  -0.531  0.794  2.425  0.20
H  -1.224  2.188  1.560  0.14
H  0.692  -1.743  -0.023  0.05
H  -1.256  -2.023  -1.384  0.11

Atomic forces in eV per Å
C -1.121 -2.111 -0.803
C -1.418 -1.694 1.396
C -4.166 1.674 -0.165
C -0.344 0.800 -3.521
C 0.607 -0.781 -1.072
N 1.960 -0.729 6.390
O 2.407 1.881 0.626
O 1.777 -0.739 4.547
O 1.808 -0.235 -0.411
H 0.565 -0.013 -0.328
H 0.760 -0.157 -0.253
H 1.245 -0.423 -0.807
H 0.468 1.431 1.154
H 0.309 0.381 0.222
H -0.043 0.022 0.014
H -0.894 1.578 -2.292
H -0.715 0.314 -0.026
H -2.060 -0.746 -0.401
H -1.146 -0.452 -4.271

The charge is +1. As for the HOMO-LUMO gap (alpha / beta): 7.603 / 5.994 eV. The spin multiplicity is 3. For the HOMO energy (alpha / beta), the calculation gives -10.425 / -14.605 eV. The value obtained for the energy above the lowest of the compared OMol25 structures with the same formula, charge and spin is 0.0 kcal per mole.

***

No. 6
The following is a quantum chemistry calculation of a cluster of 2 separate species, C5H10NOP in total, from the Open Molecules 2025 dataset.

Each line ends with the Löwdin charge.
Cartesian coordinates (Å):
C  3.740  0.755  -1.561  -0.03
C  -0.160  -0.837  -2.428  -0.11
C  -1.170  -0.208  2.821  -0.21
C  -0.981  -0.762  -1.219  -0.25
C  -0.825  1.001  2.040  -0.48
N  2.653  0.383  -1.401  0.03
O  -0.511  -0.158  -0.188  -0.47
P  0.492  0.571  0.725  0.88
H  0.967  -0.894  -2.229  0.06
H  -0.248  -1.701  -3.127  0.08
H  -0.331  0.002  -3.060  0.06
H  -0.565  -0.697  3.555  0.06
H  -2.197  0.071  3.218  0.09
H  -1.364  -0.992  2.149  0.03
H  4.736  0.969  -1.789  0.04
H  -2.028  -0.768  -1.309  0.09
H  -0.678  1.972  2.555  0.07
H  -1.531  1.292  1.247  0.05

Atomic forces in eV per Å
C -2.674 -1.182 0.223
C 2.750 -1.755 -0.767
C -3.354 0.840 0.717
C 0.757 -0.632 -1.099
C 1.951 1.429 -1.908
N 2.101 0.822 -0.306
O -1.961 -0.833 -0.673
P 2.207 1.854 2.512
H -1.705 0.463 0.136
H -0.794 0.214 0.791
H -0.034 1.149 -0.594
H 0.836 0.717 0.691
H 1.041 -0.935 0.369
H -0.421 -1.130 -1.159
H 0.945 0.421 -0.063
H -1.293 -0.189 0.213
H 0.421 -0.799 0.146
H -0.774 -0.452 0.770

As for the HOMO-LUMO gap (alpha / beta): 7.408 / 7.722 eV. For the HOMO energy (alpha / beta), the calculation gives -6.953 / -6.746 eV. The value obtained for the energy above the lowest of the compared OMol25 structures with the same formula, charge and spin is 108.7 kcal per mole.

***

No. 7
The following is a quantum chemistry calculation of the ion C5H10NOS with charge +1, from the Open Molecules 2025 dataset.

Each line ends with the Löwdin charge.
Cartesian coordinates (Å):
C  -1.119  0.978  0.623  0.04
C  1.111  0.086  -1.048  -0.44
C  -1.285  -1.101  -0.759  -0.55
C  -0.235  1.419  1.685  -0.12
C  2.458  0.583  -1.237  -0.17
N  -1.347  -0.462  0.632  -0.01
O  -2.038  -2.212  -0.815  0.01
S  0.558  -1.426  -1.203  1.05
H  -1.680  -0.341  -1.441  0.14
H  -0.876  1.876  2.449  0.11
H  0.362  2.252  1.316  0.10
H  0.392  0.661  2.166  0.09
H  2.515  0.951  -2.267  0.11
H  3.255  -0.149  -1.102  0.09
H  2.627  1.456  -0.605  0.08
H  -0.785  -1.005  1.314  0.17
H  -2.344  -0.536  0.886  0.19
H  -1.569  -3.030  -0.594  0.12

Atomic forces in eV per Å
C 0.188 0.711 -0.925
C -1.298 0.017 0.829
C 0.912 0.054 -0.694
C 0.385 -0.284 0.155
C 0.474 -0.049 0.044
N 0.295 -0.436 0.482
O -0.389 -0.570 0.085
S -0.696 0.543 0.134
H 0.203 -0.069 0.203
H -0.212 0.071 0.041
H 0.010 0.050 0.024
H 0.089 -0.011 0.064
H -0.037 0.033 -0.128
H 0.102 -0.043 -0.067
H 0.039 0.004 -0.046
H -0.158 -0.005 -0.178
H 0.076 -0.119 -0.052
H 0.018 0.104 0.030

The charge is +1. As for the HOMO-LUMO gap (alpha / beta): 7.783 / 7.784 eV. For the HOMO energy (alpha / beta), the calculation gives -12.551 / -12.551 eV. The value obtained for the energy above the lowest of the compared OMol25 structures with the same formula, charge and spin is 136.1 kcal per mole.

***

No. 8
The following is a quantum chemistry calculation of the ion C5H10NOS2 with charge +1, from the Open Molecules 2025 dataset.

Each line ends with the Löwdin charge.
Cartesian coordinates (Å):
C  2.120  1.792  0.070  -0.05
C  1.317  0.613  0.628  -0.91
S  1.862  -0.805  1.227  0.79
O  0.073  0.983  0.500  -0.13
C  -1.024  0.247  1.106  -0.15
C  -1.288  -1.190  0.632  -0.09
N  -1.444  -1.140  -0.921  0.03
C  -0.271  -0.653  -1.690  -0.61
S  1.137  -1.420  -1.739  0.87
H  3.107  1.313  -0.386  0.12
H  2.482  2.608  0.668  0.08
H  1.567  2.160  -0.858  0.11
H  -1.853  0.962  0.777  0.16
H  -0.895  0.290  2.216  0.16
H  -0.389  -1.642  0.980  0.03
H  -2.176  -1.595  1.156  0.16
H  -1.513  -2.143  -1.175  0.17
H  -2.360  -0.714  -1.166  0.19
H  -0.451  0.336  -2.025  0.07

Atomic forces in eV per Å
C 2.154 -2.445 -3.521
C 1.705 1.575 0.425
S 0.193 0.347 0.022
O -1.787 -1.006 0.147
C -1.613 1.927 -0.034
C -0.070 2.428 0.203
N -0.501 -2.530 1.112
C 1.221 -0.220 0.464
S -1.380 0.248 0.013
H -1.888 1.020 1.020
H -0.481 0.139 0.793
H 0.600 -0.149 1.442
H 0.674 -1.173 0.883
H -0.177 -0.224 -0.885
H 0.566 -1.429 -0.736
H 0.305 0.182 -0.814
H -0.205 0.435 -0.021
H 0.783 0.062 0.045
H -0.097 0.812 -0.560

The charge is +1. As for the HOMO-LUMO gap: 7.666 eV. For the HOMO energy, the calculation gives -12.711 eV. The structure (SMILES) is CC(=S)OCC[NH2+]C=S. The value obtained for the energy above the lowest of the compared OMol25 structures with the same formula, charge and spin is 24.0 kcal per mole.